# 1
{
  "formula": "C12H12F3N3O2S",
  "method": "ωB97M-V with the def2-TZVPD basis set",
  "symbols": ["C", "C", "N", "C", "C", "S", "O", "O", "N", "C", "C", "C", "C", "C", "C", "C", "F", "F", "F", "C", "N", "H", "H", "H", "H", "H", "H", "H", "H", "H", "H", "H", "H"],
  "xyz": [[4.751185, 0.630365, 0.948475], [3.455060, 1.323406, 0.537870], [2.332969, 0.427423, 0.643758], [1.963437, -0.530421, -0.220476], [0.878282, -1.170800, 0.342282], [-0.052815, -2.484832, -0.369059], [0.366214, -2.648827, -1.726608], [-0.084681, -3.622693, 0.491082], [-1.622328, -1.863479, -0.316336], [-1.909986, -0.580660, -0.727784], [-1.190112, -0.030394, -1.790676], [-1.453169, 1.250613, -2.229140], [-2.441453, 2.016772, -1.628023], [-3.166274, 1.489290, -0.578259], [-2.902520, 0.203482, -0.121586], [-3.669474, -0.346698, 1.041462], [-2.856645, -0.697255, 2.066894], [-4.554163, 0.514303, 1.552936], [-4.362965, -1.463164, 0.739790], [0.669416, -0.513775, 1.565271], [1.558891, 0.442856, 1.722807], [4.675094, 0.274768, 1.972521], [4.954522, -0.217692, 0.299266], [5.580575, 1.328411, 0.881376], [3.250536, 2.164366, 1.202876], [3.523663, 1.682431, -0.492139], [2.457746, -0.708136, -1.152728], [-2.154694, -2.266825, 0.436975], [-0.442169, -0.641251, -2.267918], [-0.887121, 1.654622, -3.054640], [-2.648293, 3.015754, -1.976597], [-3.938816, 2.071035, -0.099781], [-0.079899, -0.703004, 2.306095]],
  "forces_ev_per_a": [[-0.19, 0.13, -0.04], [0.64, 0.19, 0.09], [-0.38, -0.49, -0.56], [-0.19, -0.16, -0.04], [-0.01, -0.42, -0.42], [-0.18, 0.43, 0.31], [0.02, 0.24, 0.02], [-0.17, 0.07, 0.23], [0.83, -1.06, 0.17], [-0.17, 1.00, -0.50], [-0.12, -0.01, 0.03], [-0.08, 0.08, 0.10], [0.02, 0.05, -0.05], [0.05, -0.17, 0.02], [0.02, -0.19, 0.07], [-0.21, 0.05, 0.34], [0.24, -0.04, 0.02], [-0.04, 0.24, -0.12], [0.05, -0.17, -0.24], [0.09, -0.07, -0.13], [-0.22, 0.35, 0.87], [0.01, -0.04, 0.09], [0.06, -0.08, -0.05], [0.12, 0.05, -0.01], [-0.07, -0.07, -0.17], [-0.09, 0.02, 0.11], [0.15, 0.01, -0.24], [-0.01, -0.12, 0.12], [0.03, 0.06, -0.16], [0.06, 0.02, -0.08], [-0.02, 0.10, -0.04], [-0.04, 0.02, 0.04], [-0.18, 0.01, 0.20]],
  "lowdin_charge": [-0.07, -0.18, -0.17, -0.03, -0.27, 0.66, -0.28, -0.27, -0.03, -0.24, -0.02, -0.06, -0.07, -0.01, -0.06, -0.57, 0.13, 0.15, 0.14, -0.10, 0.10, 0.08, 0.07, 0.07, 0.12, 0.12, 0.14, 0.11, 0.10, 0.11, 0.10, 0.12, 0.11],
  "smiles": "CCn1cc(S(=O)(=O)Nc2ccccc2C(F)(F)F)cn1",
  "homo_ev": -9.11,
  "e_tot_ev": -40191.6292,
  "orbital_gap_ha": 0.3553
}


# 2
{
  "formula": "C25H26F5N3O3",
  "method": "ωB97M-V with the def2-TZVPD basis set",
  "symbols": ["C", "C", "C", "N", "O", "O", "H", "H", "H", "H", "H", "H", "C", "N", "C", "O", "C", "C", "C", "C", "F", "C", "F", "C", "F", "C", "F", "C", "F", "N", "C", "C", "C", "C", "C", "C", "C", "C", "C", "C", "C", "C", "H", "H", "H", "H", "H", "H", "H", "H", "H", "H", "H", "H", "H", "H", "H", "H", "H", "H", "H", "H"],
  "xyz": [[0.841318, 2.296460, 2.106465], [0.962763, 0.931218, 2.645965], [1.843109, -0.040612, 1.938786], [-0.265411, 0.327271, 3.026173], [-0.234128, -0.907721, 3.280237], [-1.309271, 1.023389, 3.131512], [1.829561, 2.671623, 1.807690], [0.200225, 2.313520, 1.203761], [0.417254, 2.992520, 2.846759], [2.788558, 0.426613, 1.627079], [2.059654, -0.921372, 2.553579], [1.353288, -0.412476, 1.015555], [-2.641514, 5.157832, 9.308302], [-2.447860, 4.116670, 8.327356], [-3.434669, 3.222124, 8.052481], [-4.527899, 3.155592, 8.609046], [-2.926932, 2.301256, 6.935692], [-3.706039, 2.436177, 5.641127], [-5.151477, 2.135190, 5.854186], [-6.104803, 3.150973, 5.928180], [-5.705778, 4.439094, 5.759655], [-7.438695, 2.899605, 6.234721], [-8.321008, 3.917377, 6.348596], [-7.851886, 1.585509, 6.453999], [-9.139579, 1.327526, 6.756673], [-6.935487, 0.540553, 6.344768], [-7.337507, -0.734167, 6.541210], [-5.604975, 0.829178, 6.049048], [-4.708032, -0.196831, 6.008725], [-1.524993, 2.708042, 6.825757], [-0.703404, 2.073840, 5.938193], [0.611458, 2.417642, 5.662951], [1.480911, 1.651404, 4.863520], [2.910100, 1.916808, 4.829769], [3.806202, 0.937299, 4.334065], [5.165933, 1.191109, 4.246210], [5.697962, 2.403557, 4.723509], [4.830423, 3.350417, 5.286635], [3.450565, 3.127807, 5.321034], [-1.180810, 3.895361, 7.639070], [-0.849015, 5.113451, 6.758389], [-0.067123, 3.649197, 8.656195], [-3.696094, 5.196445, 9.588784], [-2.040337, 4.970321, 10.208341], [-2.339335, 6.126047, 8.891185], [-3.001139, 1.248238, 7.270191], [-3.596393, 3.462868, 5.273720], [-3.285677, 1.750119, 4.893386], [-1.141881, 1.202543, 5.455967], [1.031909, 3.253360, 6.222047], [1.176040, 0.608446, 4.684054], [3.409450, -0.024688, 4.004313], [5.832469, 0.461249, 3.783778], [6.760781, 2.611185, 4.655627], [5.224714, 4.294791, 5.682805], [2.803349, 3.912790, 5.710922], [-1.723657, 5.386581, 6.141883], [-0.593190, 5.964225, 7.410809], [0.005168, 4.911948, 6.098095], [-0.431337, 2.957637, 9.424922], [0.827697, 3.225272, 8.195873], [0.211419, 4.595761, 9.138840]],
  "forces_ev_per_a": [[-0.30, 0.97, -0.62], [-1.28, 0.27, -0.09], [0.73, -0.31, -0.06], [0.15, -0.32, -0.29], [-0.40, 1.34, 0.15], [0.94, -0.48, 0.26], [-0.17, -0.12, 0.16], [0.14, 0.12, 0.26], [0.00, -0.18, -0.40], [-0.27, -0.04, 0.19], [-0.02, 0.15, -0.20], [0.06, 0.17, 0.40], [0.37, 0.30, 0.23], [-0.58, -0.28, 0.00], [-0.60, -0.27, 0.37], [1.11, 0.14, -0.73], [0.26, -0.40, 1.03], [0.15, 0.35, -0.57], [-0.86, -0.26, -0.03], [0.13, 0.18, 0.14], [-0.33, -0.75, 0.12], [-0.13, 0.25, 0.05], [0.56, -0.70, -0.11], [-0.27, 0.00, -0.05], [0.79, 0.14, -0.19], [-0.02, -0.29, 0.06], [0.25, 0.83, -0.12], [0.20, -0.18, 0.16], [-0.66, 0.74, -0.02], [0.61, -0.58, -0.89], [0.25, 0.43, 0.65], [-0.60, 0.43, 0.13], [-0.46, -2.72, 0.39], [0.87, 0.29, -0.07], [-0.30, 0.28, 0.07], [0.32, 0.44, 0.12], [-0.82, -0.08, 0.08], [0.07, -0.01, -0.10], [0.31, -0.40, -0.41], [-0.16, 0.45, -0.46], [-0.13, 0.18, -0.10], [-0.05, -0.23, 0.26], [0.18, -0.12, -0.14], [-0.16, 0.03, -0.13], [-0.13, -0.14, 0.10], [0.08, 0.46, 0.03], [-0.01, -0.22, -0.07], [-0.04, 0.19, 0.11], [0.00, 0.16, 0.01], [-0.15, -0.19, -0.59], [0.62, 0.60, 0.95], [0.12, 0.37, 0.08], [-0.22, 0.12, 0.24], [-0.12, -0.07, 0.02], [-0.13, -0.45, -0.21], [0.19, -0.22, -0.12], [0.39, -0.14, 0.22], [-0.08, -0.26, -0.32], [-0.35, 0.17, 0.23], [0.17, 0.06, -0.13], [-0.15, 0.07, 0.09], [-0.09, -0.26, -0.12]],
  "lowdin_charge": [-0.07, -0.35, -0.06, -0.40, -0.01, -0.02, 0.09, 0.09, 0.07, 0.08, 0.07, 0.10, -0.01, -0.03, -0.36, 0.09, -0.15, -0.05, -0.08, -0.14, 0.09, -0.11, 0.11, -0.11, 0.12, -0.11, 0.11, -0.12, 0.10, 0.02, 0.00, -0.07, -0.04, -0.20, -0.03, -0.07, -0.08, -0.08, -0.02, -0.46, 0.01, 0.01, 0.10, 0.10, 0.09, 0.17, 0.14, 0.13, 0.13, 0.06, 0.11, 0.11, 0.11, 0.10, 0.11, 0.10, 0.10, 0.09, 0.07, 0.10, 0.08, 0.09],
  "homo_ev": -7.20,
  "e_tot_ev": -50541.8187,
  "orbital_gap_ha": 0.2197
}


# 3
{
  "formula": "C9H14",
  "method": "ωB97M-V with the def2-TZVPD basis set",
  "symbols": ["C", "C", "C", "C", "C", "C", "C", "H", "H", "H", "H", "H", "H", "H", "H", "C", "C", "H", "H", "H", "H", "H", "H"],
  "xyz": [[-1.264559, 1.203208, 1.639138], [0.081485, 0.881636, 1.075705], [0.933443, 1.872932, 0.612533], [2.165122, 1.349676, 0.117397], [2.592083, 0.029598, 0.267447], [1.742916, -0.905589, 0.876965], [0.508709, -0.442438, 1.284236], [-1.564551, 2.182162, 1.229248], [-1.148228, 1.249223, 2.741098], [-2.117093, 0.510992, 1.586375], [0.697807, 2.916835, 0.615709], [2.954283, 1.993239, -0.225131], [3.567015, -0.356907, -0.120837], [1.993722, -1.935759, 0.707295], [-0.238599, -1.173453, 1.598797], [-1.889225, -1.234572, -2.344911], [-0.919109, -1.122746, -1.102054], [-1.319211, -0.863133, -3.223010], [-2.165755, -2.289168, -2.378129], [-2.719756, -0.555813, -2.250023], [-0.734221, -0.049401, -0.973361], [-1.226316, -1.800758, -0.345077], [0.070040, -1.459761, -1.389401]],
  "forces_ev_per_a": [[-0.52, 1.09, 0.90], [-0.32, -0.61, 1.56], [1.38, -2.64, -0.72], [0.78, 0.49, 0.96], [-0.14, -0.42, -0.16], [-0.03, 1.20, -1.21], [-0.07, -0.56, -0.53], [-0.25, -0.31, 0.51], [0.00, 0.56, -0.41], [0.58, -0.20, -0.87], [-0.17, 0.31, -0.24], [-0.12, 0.63, -0.42], [-0.89, 0.83, 0.27], [-0.05, -0.49, 0.83], [0.20, 0.33, 0.21], [1.95, 0.09, 0.74], [-0.14, 0.83, -3.12], [-0.47, -0.70, 0.22], [-0.36, 0.26, -0.75], [-0.60, -0.12, 0.23], [-0.50, -0.51, 1.03], [-0.49, 0.32, 1.24], [0.22, -0.38, -0.26]],
  "lowdin_charge": [-0.07, -0.34, -0.02, -0.08, -0.10, -0.10, -0.11, 0.08, 0.09, 0.08, 0.10, 0.09, 0.11, 0.10, 0.11, -0.14, -0.16, 0.07, 0.06, 0.05, 0.07, 0.05, 0.06],
  "smiles": "Cc1ccccc1.CC",
  "homo_ev": -8.80,
  "relative_energy_kcal_mol": 29.8,
  "e_tot_ev": -9558.8894,
  "orbital_gap_ha": 0.3583
}


# 4
{
  "formula": "C4H6O2",
  "method": "ωB97M-V with the def2-TZVPD basis set",
  "symbols": ["O", "C", "C", "C", "C", "O", "H", "H", "H", "H", "H", "H"],
  "xyz": [[-1.573736, -1.498596, 1.112376], [-0.236434, -1.573650, 0.886751], [0.383837, -0.753467, 0.032354], [-0.164715, 0.598362, -0.239254], [0.741811, 1.634996, -0.732569], [-0.295795, 1.131790, -1.557821], [-1.924945, -1.138953, 0.284971], [0.252273, -2.324484, 1.502978], [1.379518, -0.986415, -0.324308], [-0.956198, 0.915183, 0.444983], [0.646254, 2.663345, -0.387192], [1.748130, 1.331888, -1.023269]],
  "forces_ev_per_a": [[-0.09, 0.13, -0.05], [0.26, -0.03, -0.20], [0.09, -0.01, 0.20], [0.03, -0.08, 0.22], [0.24, 0.18, 0.08], [-0.07, -0.12, -0.27], [-0.36, 0.05, 0.40], [-0.08, -0.15, -0.42], [0.10, 0.12, 0.34], [0.11, -0.06, -0.20], [-0.10, -0.12, -0.13], [-0.14, 0.08, 0.02]],
  "lowdin_charge": [0.01, -0.19, -0.05, -0.31, -0.13, -0.03, 0.11, 0.12, 0.11, 0.15, 0.11, 0.11],
  "smiles": "O/C=C\\[C@H]1CO1",
  "homo_ev": -8.96,
  "relative_energy_kcal_mol": 60.5,
  "e_tot_ev": -8337.8369,
  "orbital_gap_ha": 0.3625
}